Record 1
Density functional theory data (the ωB97M-V functional and the def2-TZVPD basis) for a structure of composition C15H15CdN2O4S.

Output
Charge: -1
F_max in eV/Å: 0.470
Electronic energy in eV: -42371.3140
LUMO energy in hartree: 0.10807
Orbital gap in eV: 7.215
Energy relative to the best compared isomer or geometry (same formula, charge and spin) in eV: 0.0000
Highest occupied orbital energy in eV: -4.274

Geometry (Å):
Cd 1.014 0.553 0.462
C -2.046 3.683 -0.638
C -1.580 2.452 0.115
O -0.403 2.475 0.505
C -2.501 1.350 0.336
C -3.849 1.520 -0.064
C -4.811 0.568 0.133
C -4.428 -0.643 0.750
C -3.141 -0.862 1.143
C -2.106 0.118 0.962
O -0.929 -0.167 1.350
H -1.182 4.325 -0.780
H -2.810 4.225 -0.077
H -2.474 3.419 -1.605
H -4.137 2.450 -0.537
H -5.832 0.737 -0.180
H -5.169 -1.419 0.908
H -2.837 -1.794 1.601
O 2.307 -1.862 1.360
C 2.895 -1.213 0.475
O 3.304 -0.012 0.596
C 3.040 -1.826 -0.899
C 3.898 -2.907 -1.053
C 4.090 -3.512 -2.287
C 3.383 -3.030 -3.379
C 2.504 -1.969 -3.227
C 2.307 -1.333 -1.997
S 1.111 -0.011 -1.964
H 4.418 -3.276 -0.177
H 4.771 -4.347 -2.392
H 3.505 -3.486 -4.355
H 1.942 -1.612 -4.082
N 0.682 1.879 3.478
N 1.403 0.901 2.718
H 0.102 1.396 4.153
H 0.037 2.311 2.822
H 1.121 -0.048 2.949
H 2.401 0.968 2.874

The Löwdin scheme yields these atomic charges, measured in e:
1. Cd 1.279
2. C -0.027
3. C -0.396
4. O -0.096
5. C -0.108
6. C -0.069
7. C -0.121
8. C -0.104
9. C -0.024
10. C -0.383
11. O -0.175
12. H 0.079
13. H 0.083
14. H 0.084
15. H 0.092
16. H 0.085
17. H 0.095
18. H 0.108
19. O -0.039
20. C -0.768
21. O -0.158
22. C -0.183
23. C -0.052
24. C -0.118
25. C -0.123
26. C -0.160
27. C -0.644
28. S 0.427
29. H 0.111
30. H 0.086
31. H 0.088
32. H 0.081
33. N -0.046
34. N -0.131
35. H 0.063
36. H 0.033
37. H 0.062
38. H 0.070

Record 2
Density functional theory data (the ωB97M-V functional and the def2-TZVPD basis) for a structure of composition C15H15ClN2O4PtTe4 at a distorted geometry.

Output
Charge: -2
F_max in eV/Å: 1.146
Electronic energy in eV: -71915.1789
LUMO energy in hartree: 0.14934
Orbital gap in eV: 5.030
Energy relative to the best compared isomer or geometry (same formula, charge and spin) in eV: 0.6055
Highest occupied orbital energy in eV: -0.966

Geometry (Å):
Pt 0.065 -0.119 -0.486
Te -0.857 0.570 -2.767
Te 0.127 -1.504 -4.081
Te 2.564 -2.189 -2.510
Te 2.339 -1.410 0.057
O 0.150 4.144 3.807
C 0.459 4.708 2.707
O 0.575 5.913 2.502
C 0.699 3.768 1.541
C 1.227 4.109 0.310
Cl 1.950 5.564 -0.211
N 1.231 3.017 -0.485
N 0.731 1.955 0.171
C 0.414 2.388 1.387
C -0.113 1.385 2.386
O -0.245 1.826 3.601
O -0.357 0.246 2.036
C 1.669 2.926 -1.840
C 1.281 3.919 -2.717
C 1.661 3.824 -4.045
C 2.410 2.738 -4.478
C 2.787 1.752 -3.577
C 2.419 1.841 -2.241
H -0.001 2.875 3.691
H 0.652 4.738 -2.383
H 1.344 4.589 -4.743
H 2.686 2.651 -5.521
H 3.345 0.882 -3.892
H 2.719 1.077 -1.532
C -2.850 -3.409 -0.622
C -2.358 -1.959 -0.669
C -2.981 -1.159 0.467
C -0.833 -1.946 -0.633
H -3.942 -3.466 -0.690
H -2.546 -3.884 0.316
H -2.428 -3.991 -1.444
H -2.687 -1.526 -1.619
H -2.627 -1.525 1.435
H -4.073 -1.233 0.446
H -2.703 -0.105 0.405
H -0.447 -2.485 -1.502
H -0.511 -2.505 0.257

The Löwdin scheme yields these atomic charges, measured in e:
1. Pt 0.235
2. Te 0.173
3. Te -0.081
4. Te -0.129
5. Te 0.071
6. O 0.008
7. C -0.605
8. O -0.013
9. C -0.041
10. C -0.571
11. Cl 0.780
12. N -0.061
13. N 0.013
14. C -0.110
15. C -0.504
16. O 0.091
17. O -0.004
18. C -0.276
19. C -0.089
20. C -0.095
21. C -0.093
22. C -0.099
23. C -0.089
24. H -0.007
25. H 0.092
26. H 0.095
27. H 0.095
28. H 0.079
29. H 0.025
30. C -0.105
31. C -0.556
32. C -0.111
33. C -0.523
34. H 0.061
35. H 0.071
36. H 0.069
37. H 0.063
38. H 0.076
39. H 0.063
40. H 0.049
41. H -0.071
42. H 0.022

Record 3
Density functional theory data (the ωB97M-V functional and the def2-TZVPD basis) for a structure of composition C15H15F11GaO12 at a distorted geometry.

Output
Charge: -1
F_max in eV/Å: 1.191
Electronic energy in eV: -122637.5762
LUMO energy in hartree: 0.06615
Orbital gap in eV: 7.020
Highest occupied orbital energy in eV: -5.220

Geometry (Å):
F 3.448 0.975 -3.824
C 4.153 1.832 -4.536
F 4.978 2.473 -3.696
F 4.928 1.118 -5.370
C 3.285 2.843 -5.348
F 3.136 2.422 -6.615
F 4.077 3.975 -5.420
C 1.934 3.189 -4.714
F 1.502 4.285 -5.471
F 2.246 3.714 -3.457
Ga 0.362 1.790 -4.722
H -0.262 1.802 -6.202
H -0.653 2.395 -3.701
H 0.869 0.322 -4.321
C -0.610 -0.612 0.822
C -0.021 -1.406 -0.322
O -0.755 -0.942 -1.426
C -1.150 0.345 -1.157
O -1.548 1.111 -1.958
O -0.989 0.604 0.173
F -0.233 -2.746 -0.172
H -1.498 -1.091 1.238
H 0.094 -0.416 1.627
H 1.043 -1.240 -0.502
C 7.299 1.755 -1.008
C 5.863 1.989 -0.599
O 5.983 2.239 0.794
C 7.219 2.764 1.011
O 7.559 3.310 2.007
O 8.008 2.580 -0.076
F 5.096 0.893 -0.785
H 7.585 0.713 -0.862
H 7.508 2.052 -2.032
H 5.389 2.844 -1.082
C -5.177 1.017 3.036
C -5.686 -0.340 3.479
O -4.632 -1.195 3.072
C -3.486 -0.467 3.083
O -2.395 -0.935 3.039
O -3.759 0.851 3.151
F -6.823 -0.694 2.838
H -5.437 1.218 1.996
H -5.518 1.836 3.662
H -5.836 -0.448 4.554
C -4.404 -5.809 4.101
C -4.605 -4.752 3.036
O -5.415 -3.809 3.709
C -5.137 -3.892 5.033
O -5.441 -3.075 5.838
O -4.457 -5.032 5.302
F -5.272 -5.230 1.960
H -5.220 -6.532 4.095
H -3.454 -6.330 4.023
H -3.689 -4.262 2.699

The Löwdin scheme yields these atomic charges, measured in e:
1. F 0.143
2. C -0.554
3. F 0.139
4. F 0.148
5. C -0.405
6. F 0.123
7. F 0.080
8. C -0.497
9. F -0.029
10. F -0.014
11. Ga 0.356
12. H -0.133
13. H -0.107
14. H -0.121
15. C -0.072
16. C -0.314
17. O 0.121
18. C -0.538
19. O 0.127
20. O 0.065
21. F 0.054
22. H 0.105
23. H 0.140
24. H 0.172
25. C -0.050
26. C -0.317
27. O 0.133
28. C -0.555
29. O 0.172
30. O 0.067
31. F 0.081
32. H 0.143
33. H 0.138
34. H 0.171
35. C -0.038
36. C -0.309
37. O 0.120
38. C -0.532
39. O 0.156
40. O 0.091
41. F 0.082
42. H 0.148
43. H 0.140
44. H 0.171
45. C -0.047
46. C -0.306
47. O 0.118
48. C -0.551
49. O 0.174
50. O 0.074
51. F 0.082
52. H 0.143
53. H 0.139
54. H 0.177

Record 4
Density functional theory data (the ωB97M-V functional and the def2-TZVPD basis) for the molecule C15H15F2N3O2S at a distorted geometry.

Output
F_max in eV/Å: 1.478
Structure (SMILES): CN1CCc2nc(NC(=O)c3cccc(OC(F)F)c3)sc2C1
Electronic energy in eV: -40634.3036
LUMO energy in hartree: 0.01853
Orbital gap in eV: 8.887
Energy relative to the best compared isomer or geometry (same formula, charge and spin) in eV: 0.1973
Highest occupied orbital energy in eV: -8.383

Geometry (Å):
C -4.173 -0.079 2.898
N -4.436 0.154 1.492
C -3.829 -0.834 0.618
C -2.290 -0.841 0.651
C -1.798 0.567 0.622
N -0.489 0.870 0.405
C -0.281 2.134 0.430
N 0.918 2.764 0.243
C 2.146 2.188 0.001
O 3.115 2.884 -0.180
C 2.158 0.695 -0.002
C 2.291 -0.003 1.194
C 2.311 -1.383 1.178
C 2.204 -2.084 -0.014
C 2.089 -1.379 -1.199
O 1.982 -1.966 -2.466
C 1.933 -3.291 -2.604
F 0.889 -3.861 -1.946
F 3.034 -3.929 -2.130
C 2.073 0.009 -1.201
S -1.723 3.114 0.737
C -2.623 1.628 0.828
C -4.093 1.501 1.074
H -3.130 0.104 3.189
H -4.427 -1.110 3.135
H -4.815 0.578 3.485
H -4.167 -0.612 -0.398
H -4.214 -1.817 0.897
H -1.923 -1.332 1.556
H -1.887 -1.390 -0.201
H 0.908 3.778 0.262
H 2.372 0.536 2.125
H 2.409 -1.931 2.102
H 2.214 -3.162 0.007
H 1.835 -3.532 -3.675
H 1.983 0.531 -2.139
H -4.643 1.725 0.151
H -4.424 2.210 1.837

The Löwdin scheme yields these atomic charges, measured in e:
1. C -0.090
2. N -0.223
3. C -0.186
4. C -0.104
5. C -0.323
6. N 0.128
7. C -0.587
8. N 0.118
9. C -0.420
10. O 0.110
11. C -0.168
12. C -0.035
13. C -0.055
14. C -0.006
15. C -0.199
16. O 0.079
17. C -0.467
18. F 0.083
19. F 0.086
20. C 0.057
21. S 1.086
22. C -0.467
23. C -0.203
24. H 0.089
25. H 0.087
26. H 0.085
27. H 0.125
28. H 0.117
29. H 0.116
30. H 0.119
31. H 0.149
32. H 0.122
33. H 0.109
34. H 0.113
35. H 0.174
36. H 0.138
37. H 0.125
38. H 0.119

Record 5
Density functional theory data (the ωB97M-V functional and the def2-TZVPD basis) for a structure of composition C15H15INO12P.

Output
F_max in eV/Å: 0.461
Electronic energy in eV: -59248.6060
LUMO energy in hartree: -0.07542
Orbital gap in eV: 7.086
Energy relative to the best compared isomer or geometry (same formula, charge and spin) in eV: 0.0000
Highest occupied orbital energy in eV: -9.139

Geometry (Å):
C 3.647 -0.569 1.632
C 3.565 0.920 1.503
N 4.545 1.580 1.045
C 2.303 1.642 1.949
O 1.320 0.843 2.602
P 0.054 0.151 1.988
O -1.061 0.128 2.926
O 0.579 -1.273 1.517
O -0.318 0.960 0.659
I 0.533 0.699 -1.114
H 4.642 -0.882 1.327
H 2.906 -1.059 1.000
H 3.460 -0.880 2.660
H 4.352 2.585 1.024
H 2.593 2.394 2.683
H 1.849 2.168 1.105
H 0.164 -1.635 0.726
C 0.870 3.456 -6.169
C 1.944 3.532 -6.972
C 3.125 2.579 -6.854
O 4.029 2.748 -7.651
C 3.105 1.557 -5.829
C 2.031 1.490 -5.036
C 0.845 2.430 -5.161
O -0.062 2.236 -4.367
O 1.872 0.603 -4.058
O 2.090 4.424 -7.932
H 0.029 4.130 -6.249
H 3.950 0.889 -5.743
H 0.987 0.811 -3.687
H 2.957 4.237 -8.349
C -5.507 -2.590 3.231
C -5.844 -3.519 4.133
C -4.856 -4.052 5.153
O -5.291 -4.894 5.926
C -3.512 -3.547 5.144
C -3.161 -2.604 4.247
C -4.152 -2.070 3.222
O -3.749 -1.241 2.431
O -1.947 -2.108 4.195
O -7.045 -4.070 4.235
H -6.202 -2.208 2.496
H -2.811 -3.935 5.871
H -1.853 -1.355 3.561
H -6.974 -4.700 4.982

The Löwdin scheme yields these atomic charges, measured in e:
1. C -0.035
2. C -0.416
3. N 0.140
4. C -0.170
5. O -0.158
6. P 0.260
7. O -0.202
8. O -0.130
9. O -0.775
10. I 1.190
11. H 0.083
12. H 0.060
13. H 0.093
14. H 0.057
15. H 0.137
16. H 0.084
17. H 0.068
18. C 0.075
19. C -0.228
20. C -0.303
21. O 0.112
22. C 0.080
23. C -0.225
24. C -0.307
25. O 0.070
26. O 0.039
27. O 0.125
28. H 0.138
29. H 0.138
30. H -0.004
31. H 0.123
32. C 0.065
33. C -0.241
34. C -0.322
35. O 0.086
36. C 0.062
37. C -0.230
38. C -0.311
39. O 0.111
40. O 0.109
41. O 0.106
42. H 0.132
43. H 0.132
44. H 0.067
45. H 0.115

Record 6
Density functional theory data (the ωB97M-V functional and the def2-TZVPD basis) for the molecule C15H16BrNO2 at a distorted geometry.

Output
F_max in eV/Å: 1.379
Structure (SMILES): C/C(=N/OC(=O)[C@@H]1CC12CCC2)c1ccc(Br)cc1
Electronic energy in eV: -91439.6906
LUMO energy in hartree: 0.01786
Orbital gap in eV: 9.761
Energy relative to the best compared isomer or geometry (same formula, charge and spin) in eV: 3.5301
Highest occupied orbital energy in eV: -9.275

Geometry (Å):
C 1.039 -4.154 -0.464
C 0.765 -2.770 0.026
N -0.430 -2.530 0.373
O -0.707 -1.236 0.864
C -1.819 -0.651 0.353
O -2.461 -1.090 -0.560
C -2.046 0.627 1.058
C -3.444 1.207 1.043
C -2.384 1.850 0.232
C -2.322 1.972 -1.281
C -1.716 3.377 -1.114
C -1.774 3.229 0.418
C 1.886 -1.809 0.065
C 2.105 -1.033 1.202
C 3.137 -0.114 1.240
C 3.947 0.038 0.128
Br 5.365 1.312 0.168
C 3.746 -0.720 -1.014
C 2.721 -1.645 -1.038
H 1.864 -4.589 0.097
H 1.318 -4.130 -1.515
H 0.147 -4.762 -0.347
H -1.429 0.768 1.936
H -4.191 0.626 0.522
H -3.790 1.694 1.942
H -1.675 1.245 -1.767
H -3.296 1.945 -1.766
H -0.710 3.481 -1.513
H -2.336 4.179 -1.506
H -0.804 3.230 0.911
H -2.426 3.940 0.923
H 1.472 -1.160 2.066
H 3.308 0.481 2.124
H 4.385 -0.587 -1.873
H 2.556 -2.223 -1.934

The Löwdin scheme yields these atomic charges, measured in e:
1. C -0.015
2. C -0.288
3. N 0.149
4. O -0.020
5. C -0.453
6. O 0.130
7. C -0.106
8. C -0.011
9. C -0.378
10. C -0.099
11. C -0.148
12. C -0.103
13. C -0.165
14. C -0.015
15. C -0.114
16. C -0.676
17. Br 0.727
18. C -0.119
19. C -0.018
20. H 0.092
21. H 0.081
22. H 0.086
23. H 0.146
24. H 0.117
25. H 0.110
26. H 0.111
27. H 0.116
28. H 0.101
29. H 0.101
30. H 0.110
31. H 0.110
32. H 0.120
33. H 0.103
34. H 0.102
35. H 0.115